[1]
Computed, not measured: an isolated molecule of C2H5N3S3 at a distorted geometry, with the ωB97M-V functional and the def2-TZVPD basis.

Last column: natural (NBO) charge in e.
Cartesian coordinates (Å):
N 0.3430 1.4764 0.3684  -0.682
N 1.5609 0.8993 -0.0428  -0.416
C 2.0890 -0.2666 -0.0199  -0.036
S 3.5549 -0.8961 -0.4470  -0.107
S 0.8191 -1.4332 0.6391  0.253
C -0.5895 -0.9331 -0.3423  -0.112
N -1.7208 -0.8931 0.3161  -0.578
S -3.2567 -0.5296 -0.4216  0.154
H -0.5633 1.4820 -0.1569  0.397
H 0.1504 1.2903 1.4061  0.387
H 2.1376 1.5432 -0.4560  0.389
H -0.4726 -0.9583 -1.5778  0.205
H -4.0518 -0.7813 0.7345  0.147

Net charge: 0
Kohn-Sham gap: 8.711 eV
E: -39127.594 eV
SMILES: NNC(=S)S/C=N/S

[2]
Computed, not measured: an isolated molecule of C6H12N2, with the ωB97M-V functional and the def2-TZVPD basis.

Last column: natural (NBO) charge in e.
Cartesian coordinates (Å):
C 2.2045 -1.2460 -0.6020  -0.429
N 2.2342 0.1087 -0.1337  -0.500
C 1.2442 0.6208 0.4714  0.407
N 1.2961 1.9526 0.8039  -0.810
C -0.0290 -0.0540 0.8549  -0.315
C -1.1284 -0.0652 0.1119  0.071
C -2.3822 -0.7627 0.5469  -0.637
C -1.2065 0.6181 -1.2191  -0.653
H 3.0327 -1.7870 -0.1401  0.195
H 1.2664 -1.7740 -0.3904  0.174
H 2.3720 -1.2396 -1.6807  0.195
H 2.2052 2.3795 0.7231  0.393
H 0.7235 2.2616 1.5712  0.382
H -0.0016 -0.5659 1.8098  0.215
H -3.2099 -0.0551 0.5894  0.216
H -2.2627 -1.2208 1.5255  0.215
H -2.6487 -1.5380 -0.1710  0.217
H -1.9638 1.4015 -1.1942  0.218
H -1.4944 -0.0957 -1.9904  0.217
H -0.2516 1.0612 -1.4864  0.230

Net charge: 0
Kohn-Sham gap: 9.639 eV
E: -9396.378 eV
SMILES: C/N=C(/N)C=C(C)C

Q: What is the E in the second record?
A: -9396.378 eV

Q: Which of these has the highest Kohn-Sham gap?
A: C6H12N2